Record 1
Formula: C4H20B3Cs2O2S
Source: the OMol25 dataset
Level of theory: ωB97M-V/def2-TZVPD

ORCA input file:
```
! RIJCOSX wB97M-V def2-TZVPD def2/J DEFGRID3
* xyz -1 1
Cs -3.458 -1.027 -1.664
Cs 0.732 -2.175 -3.016
B -0.531 -0.165 -0.941
H -0.906 0.781 -0.371
H 0.598 -0.358 -0.752
H -0.943 -1.122 -0.474
H -0.760 -0.034 -2.041
B 1.510 0.361 -5.017
H 0.701 0.081 -4.237
H 2.544 0.564 -4.459
H 1.629 -0.571 -5.722
H 1.165 1.292 -5.664
B -2.289 -2.376 -4.410
H -3.265 -1.982 -3.947
H -1.984 -3.231 -3.701
H -2.546 -2.523 -5.554
H -1.428 -1.616 -4.415
C -0.434 0.627 3.070
C 0.943 0.988 2.503
C 1.912 0.603 3.628
S 1.080 1.092 5.182
O 1.629 2.350 5.653
O 0.976 -0.049 6.068
C -0.492 1.361 4.381
H -0.515 -0.460 3.128
H -1.132 0.923 2.285
H 1.021 2.031 2.198
H 1.179 0.437 1.590
H 2.892 1.077 3.612
H 2.033 -0.469 3.786
H -0.555 2.442 4.228
H -1.307 1.149 5.075
*
```

Output
Max |F| (eV Å⁻¹): 2.50
DFT total energy (eV): -22525.2500
HOMO level (eV): -5.3
Orbital gap (eV): 6.6



Record 2
Formula: C4H20N3O4
Source: the OMol25 dataset
Level of theory: ωB97M-V/def2-TZVPD

ORCA input file:
```
! RIJCOSX wB97M-V def2-TZVPD def2/J DEFGRID3
* xyz 1 1
C 1.670 0.285 1.261
C 2.390 -0.692 0.294
C 1.640 -0.603 -1.032
C 0.891 -1.655 -1.551
N -0.106 -1.528 -2.549
N 1.829 0.666 -1.537
N 0.319 0.536 0.812
H 2.097 1.246 1.480
H 1.942 -0.185 2.351
H 2.334 -1.689 0.642
H 3.456 -0.580 0.228
H 0.820 -2.489 -0.887
H -0.479 -0.567 -2.662
H 0.196 -1.866 -3.456
H -0.950 -1.980 -2.201
H 1.064 0.996 -2.159
H 1.840 1.331 -0.783
H -0.345 0.047 1.321
H 0.010 1.541 0.835
H -1.712 1.805 -2.296
H -0.352 2.096 -2.690
O -0.875 1.273 -2.524
H -1.213 -0.177 3.701
H -1.702 1.025 2.979
O -1.633 0.137 2.898
H -3.035 2.051 1.282
H -1.691 2.771 1.716
O -2.022 1.996 1.297
H -2.457 -1.278 1.519
H -1.731 -2.625 0.966
O -2.196 -1.889 0.746
*
```

Output
Max |F| (eV Å⁻¹): 5.69
DFT total energy (eV): -17124.4928
HOMO level (eV): -12.0
Orbital gap (eV): 9.1



Record 3
Formula: C4H20NO4
Source: the OMol25 dataset
Level of theory: ωB97M-V/def2-TZVPD

ORCA input file:
```
! RIJCOSX wB97M-V def2-TZVPD def2/J DEFGRID3
* xyz 1 1
C 0.834 -2.152 0.767
C -0.194 -1.862 -0.358
N -0.911 -0.538 0.073
C -2.281 -0.836 0.910
C 0.546 -1.539 -1.581
H 1.759 -1.648 0.754
H 1.119 -3.271 0.700
H 0.403 -2.092 1.838
H -0.959 -2.596 -0.598
H -0.290 -0.102 0.717
H -1.083 -0.082 -0.821
H -2.167 -1.255 1.969
H -2.582 0.224 0.978
H -3.095 -1.565 0.529
H 1.585 -1.322 -1.677
H 0.194 -0.521 -2.006
H 0.329 -2.340 -2.258
H -1.421 2.695 0.266
H 0.040 2.718 0.956
O -0.492 2.360 0.193
H -3.354 3.266 -0.727
H -3.473 3.353 0.745
O -3.222 2.723 0.010
H 1.838 0.930 1.510
H 2.828 0.647 0.415
O 2.107 0.282 0.914
H 4.158 2.176 -1.080
H 3.939 1.042 -2.005
O 3.845 1.306 -1.137
*
```

Output
Max |F| (eV Å⁻¹): 5.59
DFT total energy (eV): -14144.9529
HOMO level (eV): -14.6
Orbital gap (eV): 12.0



Record 4
Formula: C4H20NO8
Source: the OMol25 dataset
Level of theory: ωB97M-V/def2-TZVPD

ORCA input file:
```
! RIJCOSX wB97M-V def2-TZVPD def2/J DEFGRID3
* xyz -1 1
C 0.736 -2.183 2.446
C 1.235 -0.930 1.688
C 2.814 -0.937 1.821
N 0.664 -0.722 0.328
C 0.057 0.554 0.094
O -0.031 0.888 -1.101
O -0.621 1.101 0.937
H -0.393 -2.439 2.274
H 1.191 -3.030 2.157
H 0.890 -2.054 3.546
H 1.072 -0.100 2.472
H 3.085 -1.340 2.718
H 3.216 0.089 1.781
H 3.250 -1.370 0.942
H 1.316 -0.722 -0.565
H 1.342 2.654 -0.118
H 2.478 1.919 -0.541
O 2.103 2.366 0.216
H -3.595 -1.335 -0.044
H -2.710 -1.975 0.699
O -3.612 -2.186 0.498
H -0.474 -1.767 -1.049
H -0.972 -3.178 -1.156
O -1.009 -2.364 -1.540
H -2.527 -0.224 -1.786
H -1.744 1.140 -2.224
O -2.461 0.381 -2.432
H 0.058 2.729 1.815
H 1.107 3.282 1.234
O 0.445 3.662 1.861
H 0.267 0.132 -2.943
H -0.735 -0.216 -4.106
O 0.206 0.380 -3.902
*
```

Output
Max |F| (eV Å⁻¹): 7.36
DFT total energy (eV): -22342.6503
HOMO level (eV): -5.7
Orbital gap (eV): 8.7